The following is a quantum chemistry calculation of C22H30FN3O3 in the gas phase, from the Open Molecules 2025 dataset.

Calculated values
* orbital gap: 9.1 eV
* SMILES: O=C(NCCCc1ccc(F)cc1)[C@H]1CCC(=O)N(CCCN2CCCC2=O)C1
* charge: 0
* LUMO: 0.5317 eV
* strongest force on any atom: 0.01092 hartree/bohr
* HOMO: -8.59 eV
* energy relative to the best compared isomer or geometry (same formula, charge and spin): 14.7 kJ/mol

Positions of all 59 atoms, in Å:
O 0.769 1.697 2.136
C 0.385 0.725 1.519
N 1.049 0.232 0.457
H 0.701 -0.565 -0.058
C 2.264 0.826 -0.047
H 2.557 1.603 0.663
C 3.372 -0.212 -0.216
H 2.953 -1.088 -0.715
H 4.149 0.204 -0.861
C 4.011 -0.622 1.116
C 3.022 -1.213 2.081
C 2.435 -2.446 1.817
C 1.517 -2.999 2.691
C 1.193 -2.301 3.840
C 1.762 -1.077 4.135
C 2.679 -0.541 3.248
H 3.120 0.419 3.465
H 1.485 -0.556 5.037
F 0.285 -2.830 4.693
H 1.056 -3.954 2.493
H 2.699 -2.984 0.919
H 4.797 -1.355 0.912
H 4.477 0.255 1.569
H 2.061 1.302 -1.016
C -0.876 -0.067 1.901
C -1.600 0.615 3.070
C -2.969 1.173 2.658
C -2.896 1.880 1.323
O -3.308 3.005 1.121
N -2.340 1.114 0.349
C -1.831 -0.189 0.704
H -2.660 -0.853 0.979
H -1.324 -0.624 -0.155
C -2.056 1.695 -0.941
H -2.177 2.775 -0.814
C -3.008 1.219 -2.047
H -4.012 1.132 -1.631
H -3.040 1.977 -2.832
C -2.617 -0.124 -2.675
N -1.333 -0.081 -3.330
C -0.207 -0.628 -2.847
O -0.110 -1.248 -1.801
C 0.922 -0.325 -3.816
H 1.564 -1.193 -3.951
C 0.201 0.114 -5.089
H 0.750 0.868 -5.648
H 0.036 -0.746 -5.739
C -1.140 0.641 -4.569
H -1.968 0.445 -5.255
H -1.096 1.721 -4.379
H 1.526 0.481 -3.394
H -2.566 -0.906 -1.915
H -3.372 -0.408 -3.416
H -1.018 1.485 -1.215
H -3.331 1.881 3.403
H -3.698 0.362 2.578
H -1.731 -0.080 3.900
H -0.972 1.439 3.415
H -0.541 -1.070 2.179


The following is a quantum chemistry calculation of a molecular structure, C22H30I2N3ReSe at a distorted geometry, from the Open Molecules 2025 dataset.

Calculated values
* orbital gap (spin up / spin down): 4.8 / 4.8 eV
* charge: +3
* LUMO (spin up / spin down): -11.3265 / -10.9717 eV
* strongest force on any atom: 0.03683 hartree/bohr
* 2S+1: 4
* HOMO (spin up / spin down): -16.17 / -15.81 eV
* energy relative to the best compared isomer or geometry (same formula, charge and spin): 39.3 kJ/mol

Positions of all 59 atoms, in Å:
Re 1.118 -1.321 -0.588
C 3.537 -4.049 0.058
C 3.918 -2.655 -0.307
N 3.135 -1.795 -0.941
C 3.936 -0.767 -1.453
C 5.182 -0.934 -0.999
N 5.162 -2.128 -0.247
H 2.981 -4.086 0.988
H 4.382 -4.748 0.064
H 2.812 -4.367 -0.743
H 3.499 -0.038 -2.177
H 6.065 -0.308 -1.118
H 5.963 -2.656 0.083
I -0.226 -3.431 -1.317
I -0.672 -5.781 -4.590
C -3.108 -1.205 3.662
N -2.805 -1.597 2.258
C -2.791 -0.428 1.321
C -1.559 -2.464 2.044
C -0.223 -1.830 2.365
C 0.234 -1.905 3.680
C 1.256 -1.103 4.155
C 1.926 -0.243 3.280
C 1.621 -0.280 1.913
C 0.597 -1.099 1.402
H -4.051 -0.616 3.717
H -2.264 -0.644 4.106
H -3.216 -2.140 4.236
H -3.583 -2.233 1.988
H -2.173 0.401 1.690
H -3.840 -0.100 1.248
H -2.405 -0.778 0.344
H -1.632 -2.671 0.965
H -1.679 -3.412 2.620
H -0.261 -2.571 4.390
H 1.484 -1.128 5.230
H 2.635 0.502 3.665
H 2.142 0.379 1.209
C -2.622 5.772 -2.546
C -1.995 4.418 -2.385
C -2.196 3.415 -3.350
C -1.559 2.169 -3.266
C -1.673 1.158 -4.387
C -0.769 1.965 -2.142
Se 0.281 0.170 -2.069
C -0.517 2.934 -1.154
C 0.416 2.653 -0.016
C -1.145 4.169 -1.309
H -3.541 5.669 -3.077
H -2.022 6.501 -3.094
H -2.869 6.289 -1.572
H -2.867 3.607 -4.159
H -2.465 1.556 -5.066
H -1.929 0.126 -4.044
H -0.711 1.155 -4.936
H 0.035 1.962 0.784
H 0.791 3.583 0.453
H 1.315 2.124 -0.386
H -1.055 4.838 -0.483


The following is a quantum chemistry calculation of a molecular structure, C22H30IN2O10PPdS, from the Open Molecules 2025 dataset.

Calculated values
* orbital gap: 6.4 eV
* charge: -2
* LUMO: 4.1175 eV
* strongest force on any atom: 0.00848 hartree/bohr
* HOMO: -2.32 eV
* energy relative to the best compared isomer or geometry (same formula, charge and spin): 0.0 kJ/mol

Positions of all 68 atoms, in Å:
Pd 0.572 -0.199 -0.523
C -1.425 0.350 -4.625
C -1.235 -1.011 -4.027
N -1.273 -2.066 -4.808
C -1.058 -3.286 -4.276
C -0.871 -3.501 -2.934
C -0.623 -4.888 -2.397
O 0.659 -5.129 -1.864
C -0.874 -2.386 -2.076
C -0.874 -2.608 -0.652
N -0.465 -1.769 0.223
C -0.531 -2.121 1.600
C -0.346 -3.449 1.987
C -0.478 -3.834 3.310
C -0.777 -2.894 4.282
C -0.913 -1.565 3.918
C -0.780 -1.168 2.593
I -0.833 0.873 2.171
C -0.971 -1.083 -2.618
O -0.874 0.018 -1.950
H -1.572 0.256 -5.700
H -0.555 0.975 -4.413
H -2.281 0.858 -4.174
H -1.026 -4.116 -4.975
H -0.754 -5.594 -3.221
H -1.404 -5.134 -1.658
H 1.049 -4.374 -1.362
H -1.291 -3.555 -0.314
H -0.013 -4.167 1.253
H -0.311 -4.870 3.578
H -0.875 -3.184 5.322
H -1.110 -0.810 4.669
O 4.128 -2.108 0.184
S 2.734 -2.083 -0.229
O 2.529 -1.705 -1.633
O 2.049 -0.968 0.636
O 2.056 -3.378 0.040
C 0.766 4.528 -2.389
C 1.985 4.960 -1.576
C 1.608 6.044 -0.570
C 3.084 5.456 -2.508
O 2.578 3.859 -0.875
P 1.690 2.702 -0.140
O 0.631 3.360 0.678
O 1.313 1.694 -1.199
O 2.817 1.992 0.719
C 3.560 2.425 1.857
C 3.710 1.180 2.719
C 4.916 2.903 1.344
C 2.851 3.537 2.621
H 0.418 5.368 -2.998
H -0.042 4.206 -1.732
H 1.022 3.691 -3.038
H 1.179 6.909 -1.084
H 2.497 6.368 -0.022
H 0.886 5.641 0.139
H 2.751 6.340 -3.059
H 3.350 4.673 -3.218
H 3.973 5.714 -1.929
H 4.123 0.362 2.127
H 2.729 0.854 3.070
H 4.355 1.386 3.578
H 5.402 2.096 0.796
H 5.556 3.205 2.178
H 4.779 3.750 0.670
H 1.856 3.216 2.928
H 2.739 4.432 2.005
H 3.442 3.784 3.507


The following is a quantum chemistry calculation of a molecular structure, C22H30IrN15O2S, from the Open Molecules 2025 dataset.

Calculated values
* orbital gap (spin up / spin down): 8.6 / 5.8 eV
* charge: +3
* LUMO (spin up / spin down): -8.0695 / -10.9560 eV
* strongest force on any atom: 0.01767 hartree/bohr
* 2S+1: 6
* HOMO (spin up / spin down): -16.66 / -16.74 eV
* energy relative to the best compared isomer or geometry (same formula, charge and spin): 0.0 kJ/mol

Positions of all 71 atoms, in Å:
Ir -0.401 0.499 0.172
N -1.689 -1.840 -2.232
C -1.415 -0.668 -2.804
N -1.659 -0.577 -4.101
C -1.407 0.594 -4.681
N -1.610 0.720 -5.980
N -0.937 1.693 -4.019
C -0.726 1.510 -2.756
N -0.931 0.378 -2.042
C -0.205 2.666 -1.989
C 0.011 3.891 -2.579
C 0.542 4.921 -1.814
C 0.842 4.684 -0.481
C 0.583 3.437 0.048
N 0.063 2.444 -0.691
H -2.049 -2.563 -2.834
H -1.310 -2.069 -1.328
H -1.964 -0.059 -6.511
H -1.434 1.599 -6.439
H -0.229 4.014 -3.625
H 0.724 5.891 -2.256
H 1.273 5.450 0.148
H 0.796 3.214 1.078
N -2.219 1.593 4.080
C -1.153 1.977 3.388
O -1.130 2.004 2.145
C 0.022 2.387 4.215
C -0.061 2.386 5.614
N -0.194 2.326 6.763
C 1.230 2.744 3.587
N 2.210 3.021 3.043
H -2.260 1.646 5.089
H -3.053 1.321 3.585
N 1.974 -0.884 3.531
C 0.831 -1.617 3.756
C -0.026 -1.283 2.761
N 0.591 -0.347 1.940
C 1.798 -0.134 2.437
H 2.816 -0.916 4.089
H 0.733 -2.300 4.583
H -1.024 -1.641 2.573
H 2.543 0.534 2.037
N -3.765 2.068 1.159
C -4.004 0.799 0.857
N -5.247 0.353 0.819
S -2.757 -0.342 0.453
H -4.515 2.732 1.286
H -2.810 2.377 1.275
H -6.041 0.951 1.002
H -5.439 -0.598 0.545
C 0.006 -4.171 0.169
N 1.204 -3.579 -0.421
C 2.239 -4.546 -0.826
C 3.167 -3.933 -1.847
C 3.640 -2.599 -1.316
N 2.476 -1.740 -1.038
C 2.691 -0.318 -1.256
C 1.317 -2.260 -0.603
O 0.288 -1.525 -0.353
H 0.307 -4.889 0.931
H -0.575 -4.704 -0.585
H -0.610 -3.408 0.633
H 1.732 -5.421 -1.231
H 2.792 -4.869 0.059
H 2.642 -3.785 -2.794
H 4.012 -4.593 -2.029
H 4.264 -2.082 -2.042
H 4.228 -2.729 -0.403
H 3.535 0.029 -0.657
H 1.812 0.257 -0.986
H 2.915 -0.122 -2.306